No. 1
18 unconnected molecules or ions with the total composition C70H140O55S at a distorted geometry. Source: OMol25; level of theory: ωB97M-V/def2-TZVPD.

**Lowest unoccupied orbital energy**: 0.3 eV
**Gap between HOMO and LUMO**: 10.80 eV
**E**: -198299.084 eV

Structure (ORCA input):
```
! wB97M-V def2-TZVPD RIJCOSX def2/J DEFGRID3
* xyz 0 1
C 8.7476 -28.2281 0.6424
C 9.5025 -27.0552 1.1054
O 8.5614 -26.0030 1.3711
C 8.8542 -25.0348 2.2048
O 9.8758 -24.9451 2.8444
O 7.8813 -24.0661 2.2340
C 8.1701 -22.8090 2.8813
H 8.1304 -27.9000 -0.1940
H 8.2014 -28.6426 1.4897
H 9.3666 -29.0573 0.3000
H 10.1933 -26.8285 0.2933
H 10.1015 -27.2576 1.9933
H 7.4700 -22.6398 3.6994
H 8.2016 -21.9390 2.2254
H 9.1454 -22.8450 3.3667
C 17.6654 -16.7076 -3.9513
C 16.2561 -16.6266 -3.3956
O 16.0494 -17.4710 -2.2813
C 16.3800 -17.0543 -0.9515
O 16.1670 -17.8085 -0.0177
O 17.1355 -15.9115 -0.9696
C 17.7393 -15.3568 0.2462
H 17.6902 -16.0298 -4.8045
H 17.9262 -17.6587 -4.4155
H 18.4068 -16.3994 -3.2141
H 15.5239 -16.8254 -4.1782
H 16.0739 -15.5676 -3.2132
H 16.8750 -15.2264 0.8974
H 18.2113 -14.3809 0.1318
H 18.4448 -16.0054 0.7655
C 4.4022 -15.5665 2.8244
C 5.1264 -14.4038 2.1691
O 6.4581 -14.6201 2.4890
C 7.3799 -14.7422 1.5712
O 7.3892 -14.3767 0.4399
O 8.5305 -15.1533 2.2306
C 9.5432 -15.9027 1.6052
H 4.6388 -16.5417 2.3990
H 3.3503 -15.3673 2.6192
H 4.5049 -15.6659 3.9050
H 4.7545 -13.5172 2.6827
H 4.9565 -14.3812 1.0927
H 9.8438 -15.7131 0.5748
H 9.1171 -16.8957 1.4619
H 10.4080 -16.0989 2.2389
C 13.9365 -21.5955 -1.7138
C 14.7215 -20.2995 -2.0564
O 13.9839 -19.4173 -2.7916
C 13.6699 -19.5215 -4.0766
O 14.1111 -20.2918 -4.9157
O 12.7454 -18.5363 -4.2099
C 12.0757 -18.3343 -5.5512
H 13.9123 -22.1576 -2.6474
H 12.8889 -21.4389 -1.4566
H 14.4860 -22.0684 -0.9000
H 15.5986 -20.6310 -2.6121
H 15.0314 -19.8328 -1.1214
H 11.3013 -17.5885 -5.3721
H 11.5880 -19.3012 -5.6754
H 12.6723 -18.0964 -6.4318
C 17.4353 -23.7391 -0.3615
C 18.7228 -24.2203 -1.0643
O 19.5410 -23.0693 -1.3792
C 20.7321 -23.2649 -1.8713
O 21.3412 -24.3405 -1.9549
O 21.1828 -22.0363 -2.0591
C 22.5411 -21.8641 -2.3388
H 16.6892 -23.1042 -0.8393
H 17.8292 -23.0213 0.3580
H 16.9165 -24.5479 0.1531
H 18.4142 -24.7951 -1.9375
H 19.2958 -24.8515 -0.3851
H 22.5862 -20.9168 -2.8762
H 22.8399 -22.5985 -3.0868
H 23.1229 -21.8381 -1.4174
C 18.8066 -24.9318 5.4051
C 18.5017 -23.4489 5.2458
O 19.4052 -22.8101 4.3421
C 19.5624 -23.3244 3.0518
O 18.9503 -24.2323 2.4627
O 20.6241 -22.5860 2.6206
C 21.0876 -22.6432 1.1702
H 18.2947 -25.2076 6.3270
H 19.8663 -25.0954 5.6014
H 18.2616 -25.5807 4.7195
H 18.7615 -22.9575 6.1834
H 17.5016 -23.1431 4.9386
H 20.7248 -21.9027 0.4574
H 20.9553 -23.6711 0.8328
H 22.1376 -22.4046 1.3392
C 13.9328 -15.5690 1.9914
C 12.8830 -14.4929 2.5624
O 12.9912 -14.3272 3.9891
C 12.2468 -15.1934 4.7964
O 11.5323 -16.1482 4.3873
O 12.3052 -14.7646 6.1211
C 11.6337 -15.4241 7.1816
H 13.2118 -16.2994 1.6244
H 14.6392 -15.9557 2.7259
H 14.4315 -15.3070 1.0583
H 11.8851 -14.8144 2.2642
H 12.9787 -13.5057 2.1103
H 11.5876 -16.5073 7.0693
H 10.5665 -15.2938 7.0022
H 11.9865 -15.2088 8.1903
C 15.6321 -20.7613 9.2380
C 16.6538 -19.6519 9.3623
O 16.6087 -18.9602 10.6038
C 17.5574 -19.1320 11.5054
O 18.5465 -19.8028 11.3664
O 17.3100 -18.3915 12.5296
C 18.1667 -18.4081 13.7198
H 14.6350 -20.3267 9.1678
H 15.7055 -21.4894 10.0458
H 15.9192 -21.4022 8.4043
H 16.4859 -18.8091 8.6917
H 17.6177 -20.1404 9.2197
H 18.8202 -19.2561 13.9243
H 17.5320 -18.4380 14.6054
H 18.8590 -17.5666 13.7465
C 13.2355 -15.2637 12.5647
C 12.8902 -16.6657 12.1204
O 13.1479 -16.8274 10.6554
C 12.8888 -17.9779 9.9778
O 12.4884 -19.0698 10.5600
O 13.0653 -17.7676 8.6901
C 12.8552 -18.7742 7.7910
H 12.7490 -15.2463 13.5400
H 12.9780 -14.4486 11.8883
H 14.2635 -15.0249 12.8374
H 11.8455 -16.9384 12.2702
H 13.5110 -17.3788 12.6628
H 12.3194 -19.6628 8.1248
H 13.7875 -19.2622 7.5066
H 12.5060 -18.4138 6.8235
C 10.6866 -21.9222 0.7659
C 11.0635 -20.4282 0.8308
O 10.4836 -19.9042 -0.2895
C 10.6734 -18.6236 -0.7933
O 11.3163 -17.8397 -0.1680
O 9.8746 -18.3370 -1.8284
C 9.8965 -17.0096 -2.3493
H 11.1232 -22.4924 -0.0540
H 9.6222 -22.0568 0.5732
H 10.8042 -22.3337 1.7684
H 12.1534 -20.4162 0.8428
H 10.7181 -19.7529 1.6135
H 9.5203 -16.2933 -1.6189
H 9.2931 -16.9892 -3.2568
H 10.9451 -16.7616 -2.5134
C 19.3667 -18.2088 7.6967
C 20.5474 -19.1597 7.3498
O 20.5007 -20.2569 8.2230
C 21.1924 -21.3924 7.8970
O 21.9121 -21.5717 6.9328
O 20.7954 -22.3113 8.8479
C 21.2361 -23.6159 8.8189
H 19.6283 -17.1857 7.4266
H 19.2007 -18.2071 8.7740
H 18.4629 -18.4631 7.1431
H 21.5395 -18.7349 7.5030
H 20.4993 -19.4148 6.2912
H 20.9443 -24.2873 8.0114
H 20.8579 -23.9928 9.7692
H 22.3253 -23.5963 8.8584
C 14.9382 -26.4748 5.7329
C 14.2356 -25.5008 6.7938
O 15.1702 -24.5361 7.3327
C 16.2046 -24.8855 8.1059
O 16.4536 -25.9717 8.5500
O 17.0414 -23.8088 8.2817
C 17.7471 -23.6607 9.5252
H 15.3313 -27.3212 6.2962
H 15.7928 -26.0287 5.2243
H 14.2445 -26.8278 4.9698
H 13.7950 -26.0544 7.6229
H 13.4506 -24.9013 6.3328
H 18.3517 -22.7538 9.5312
H 18.3769 -24.5222 9.7474
H 17.0528 -23.5448 10.3574
C 21.6943 -13.8990 -0.5085
C 21.9626 -15.3889 -0.4636
O 20.8927 -16.0732 -1.2098
C 20.5703 -17.3880 -0.8658
O 21.2458 -17.9963 0.0278
O 19.6704 -17.8258 -1.7368
C 19.2230 -19.1650 -1.7560
H 22.6414 -13.3608 -0.4703
H 21.1538 -13.7697 0.4291
H 21.0173 -13.5906 -1.3052
H 21.8957 -15.7235 0.5717
H 22.9017 -15.7267 -0.9018
H 18.8770 -19.6110 -0.8235
H 20.0008 -19.7388 -2.2599
H 18.3835 -19.1157 -2.4495
C 21.5421 -11.2930 2.3718
C 20.1504 -11.7259 2.8995
O 19.0792 -11.5026 1.8864
C 17.8382 -12.0284 2.0005
O 17.0885 -11.9663 1.0225
O 17.5291 -12.6692 3.2076
C 16.2175 -13.2176 3.3814
H 21.7402 -11.8462 1.4537
H 22.3326 -11.4581 3.1039
H 21.4166 -10.2185 2.2380
H 19.8712 -11.1856 3.8041
H 20.2635 -12.7471 3.2636
H 15.3174 -12.7114 3.0326
H 16.1058 -13.2296 4.4656
H 16.1979 -14.1446 2.8084
C 12.7318 -25.0790 -0.8153
C 12.5788 -25.5686 -2.2624
O 11.2522 -25.9497 -2.6229
C 10.8072 -27.1655 -2.5012
O 9.8063 -27.5655 -3.0897
O 11.6392 -27.9396 -1.7523
C 11.4169 -29.3569 -1.7196
H 11.9233 -24.3962 -0.5540
H 13.7149 -24.6444 -0.6349
H 12.5216 -25.9404 -0.1812
H 13.2764 -26.4036 -2.3283
H 13.0282 -24.8774 -2.9755
H 11.8551 -29.5686 -0.7442
H 12.0498 -29.8680 -2.4450
H 10.3524 -29.5666 -1.8242
C 18.4194 -20.1141 2.0352
C 19.2159 -19.3275 3.0499
O 18.3009 -18.8770 4.0909
C 17.6265 -17.7171 3.9731
O 17.5916 -16.9697 3.0435
O 17.3698 -17.3377 5.2388
C 16.8399 -15.9976 5.5650
H 18.9984 -20.7415 1.3576
H 17.6007 -19.5353 1.6075
H 17.7909 -20.7478 2.6610
H 19.7600 -18.5249 2.5520
H 19.9716 -19.9675 3.5053
H 16.6572 -16.0842 6.6360
H 15.8769 -15.8277 5.0834
H 17.5334 -15.1917 5.3249
C 7.9592 -16.8197 5.4962
C 8.1300 -18.0434 4.5667
O 8.8528 -18.9008 5.3790
C 9.7380 -19.7917 4.8183
O 9.8874 -20.0693 3.6716
O 10.4590 -20.3690 5.8688
C 11.4821 -21.3497 5.7449
H 8.7486 -16.7064 6.2392
H 7.0510 -17.0891 6.0353
H 7.5420 -15.9005 5.0849
H 8.6657 -17.6959 3.6834
H 7.1994 -18.4635 4.1852
H 11.7307 -21.7947 4.7814
H 11.4109 -22.1713 6.4577
H 12.4606 -20.9085 5.9346
C 13.6361 -18.8850 3.1570
C 14.6699 -19.4828 2.2335
O 14.7826 -20.9417 2.2720
S 14.2051 -21.3195 3.8224
O 15.2642 -21.1177 4.8020
O 13.5572 -22.6542 3.6812
O 13.1339 -20.0758 3.7395
H 12.9713 -18.2154 2.6113
H 14.2335 -18.3515 3.8963
H 15.6090 -18.9344 2.3085
H 14.4898 -19.0874 1.2338
*
```


No. 2
A molecular structure, CH5BrN2 at a distorted geometry. Source: OMol25; level of theory: ωB97M-V/def2-TZVPD.

**Energy above the lowest of the compared OMol25 structures with the same formula, charge and spin**: 1.053 eV
**Lowest unoccupied orbital energy (alpha / beta)**: -0.9 / -0.9 eV
**Gap between HOMO and LUMO (alpha / beta)**: 7.75 / 7.76 eV
**E**: -74137.906 eV

Structure (ORCA input):
```
! wB97M-V def2-TZVPD RIJCOSX def2/J DEFGRID3
* xyz 0 1
C 0.6743 0.5641 -0.5004
N -0.3373 -1.0638 0.7903
N -0.1951 0.1439 0.5385
Br -2.2105 1.3256 -0.2922
H 0.5597 -0.0610 -1.3381
H 0.5156 1.7432 -0.6487
H 1.7572 0.3615 -0.3637
H -0.5198 -1.3028 1.7589
H -0.2442 -1.7108 0.0554
*
```


No. 3
A molecular structure, C34H37FN6O5OsS2 at a distorted geometry. Source: OMol25; level of theory: ωB97M-V/def2-TZVPD.

**Energy above the lowest of the compared OMol25 structures with the same formula, charge and spin**: 2.511 eV
**Lowest unoccupied orbital energy (alpha / beta)**: -3.3 / -3.3 eV
**Gap between HOMO and LUMO (alpha / beta)**: 5.13 / 5.17 eV
**<S²>**: 0.761
**E**: -81884.255 eV

Structure (ORCA input):
```
! wB97M-V def2-TZVPD RIJCOSX def2/J DEFGRID3
* xyz 1 2
Os -0.5327 -2.0581 -0.9551
C -2.6218 -5.2238 4.1967
C -2.9858 -3.7518 4.0661
N -1.9167 -2.9646 3.4433
C -1.0212 -2.2487 4.3475
C -1.5155 -0.8399 4.6588
C -1.8138 -2.9071 2.1063
S -0.5625 -1.8827 1.4648
N -2.6954 -3.6230 1.4288
C -2.5985 -3.9435 0.1547
O -1.5779 -3.8168 -0.5839
C -3.7779 -4.6158 -0.4472
C -4.7468 -5.2208 0.3482
C -5.8178 -5.8739 -0.2398
C -5.9304 -5.9168 -1.6241
C -4.9722 -5.3021 -2.4191
C -3.8934 -4.6598 -1.8327
H -3.4324 -5.7723 4.6787
H -1.7159 -5.3509 4.7932
H -2.4486 -5.6531 3.2098
H -3.1694 -3.3177 5.0497
H -3.8844 -3.6393 3.4651
H -0.0273 -2.2104 3.9065
H -0.9556 -2.8364 5.2641
H -1.5621 -0.2512 3.7420
H -0.8377 -0.3463 5.3573
H -2.5125 -0.8672 5.1022
H -4.6423 -5.1815 1.4240
H -6.5644 -6.3536 0.3805
H -6.7643 -6.4335 -2.0833
H -5.0658 -5.3281 -3.4975
H -3.1384 -4.1789 -2.4395
O 1.6589 -1.4874 -0.2507
N 2.4288 -2.5534 -0.0798
C 3.4063 -2.5087 0.8488
C 4.2195 -3.5856 1.0804
C 4.0131 -4.7550 0.3477
C 3.0223 -4.7800 -0.6048
C 2.2231 -3.6539 -0.8387
S 1.0026 -3.5966 -2.0457
H 3.4742 -1.5740 1.3833
H 4.9966 -3.5099 1.8267
H 4.6089 -5.6377 0.5390
H 2.8191 -5.6616 -1.1955
F 4.1944 2.2798 -1.4115
C 2.8754 2.5630 -1.2311
C 1.9712 1.5566 -1.3720
C 0.6090 1.8370 -1.2649
C -0.3588 0.7790 -1.4773
O 0.0267 -0.3127 -1.9625
C -1.6988 1.0747 -1.1458
C -2.0385 2.3632 -0.8702
N -1.1628 3.3963 -0.8529
C -1.6578 4.7413 -0.6566
C -1.4716 5.7467 -1.7538
C -2.8339 5.1969 -1.4590
C 0.1905 3.1430 -0.9771
C 1.1479 4.1467 -0.7876
C 2.4981 3.8843 -0.9356
N 3.4179 4.9464 -0.7648
C 4.7823 4.7349 -0.3215
C 5.7938 4.7053 -1.4653
N 5.5999 5.9217 -2.3363
C 4.1775 6.0391 -2.8160
C 3.2765 6.1281 -1.5894
C -2.8035 0.0311 -1.0833
O -3.9522 0.4374 -1.1067
O -2.4426 -1.1954 -0.9683
H 2.2845 0.5338 -1.5595
H -3.0739 2.6021 -0.6646
H -1.5911 5.0908 0.3667
H -0.9877 5.4062 -2.6606
H -1.2487 6.7692 -1.4792
H -3.2639 4.5059 -2.1714
H -3.5552 5.8294 -0.9627
H 0.8396 5.1367 -0.4798
H 4.8598 3.8019 0.2266
H 5.0513 5.5438 0.3694
H 5.6561 3.8271 -2.0888
H 6.8133 4.7184 -1.0827
H 6.2444 5.8921 -3.1255
H 5.8241 6.7554 -1.7886
H 3.9494 5.1413 -3.3890
H 4.0922 6.9139 -3.4584
H 2.2468 6.2453 -1.9152
H 3.5462 7.0159 -1.0037
*
```


What is the E in the third record?
-81884.255 eV


What is the formula in the second record?
CH5BrN2